(1)
{"formula": "C48H107N5O", "method": "wB97M-V/def2-TZVPD", "species": ["C", "C", "C", "O", "H", "H", "H", "H", "H", "H", "H", "C", "C", "C", "C", "N", "C", "C", "C", "C", "C", "H", "H", "H", "H", "H", "H", "H", "H", "H", "H", "H", "H", "H", "H", "H", "H", "H", "H", "H", "H", "C", "C", "C", "C", "N", "C", "C", "C", "C", "C", "H", "H", "H", "H", "H", "H", "H", "H", "H", "H", "H", "H", "H", "H", "H", "H", "H", "H", "H", "H", "C", "C", "C", "C", "N", "C", "C", "C", "C", "C", "H", "H", "H", "H", "H", "H", "H", "H", "H", "H", "H", "H", "H", "H", "H", "H", "H", "H", "H", "H", "C", "C", "C", "C", "N", "C", "C", "C", "C", "C", "H", "H", "H", "H", "H", "H", "H", "H", "H", "H", "H", "H", "H", "H", "H", "H", "H", "H", "H", "H", "C", "C", "C", "C", "N", "C", "C", "C", "C", "C", "H", "H", "H", "H", "H", "H", "H", "H", "H", "H", "H", "H", "H", "H", "H", "H", "H", "H", "H", "H"], "xyz": [[-4.754, -15.241, -6.457], [-5.685, -14.857, -7.633], [-5.903, -13.338, -7.616], [-5.212, -15.359, -8.799], [-5.093, -14.853, -5.485], [-3.749, -14.831, -6.639], [-4.630, -16.323, -6.351], [-6.661, -15.334, -7.309], [-4.905, -12.871, -7.559], [-6.574, -12.996, -6.827], [-6.203, -12.958, -8.599], [-7.541, -19.566, -5.074], [-6.150, -19.181, -5.540], [-5.833, -19.442, -7.028], [-6.716, -18.570, -7.901], [-6.574, -18.859, -9.357], [-7.413, -17.826, -10.103], [-7.968, -18.499, -11.376], [-7.498, -19.965, -11.294], [-7.151, -20.172, -9.839], [-5.185, -18.705, -9.871], [-7.739, -19.209, -4.066], [-7.728, -20.636, -5.152], [-8.304, -19.068, -5.684], [-5.419, -19.741, -4.949], [-5.947, -18.121, -5.336], [-6.005, -20.502, -7.217], [-4.806, -19.100, -7.163], [-6.414, -17.519, -7.803], [-7.775, -18.621, -7.662], [-6.734, -17.046, -10.434], [-8.202, -17.409, -9.488], [-7.603, -18.008, -12.268], [-9.054, -18.546, -11.371], [-6.622, -20.211, -11.896], [-8.256, -20.692, -11.578], [-6.435, -20.966, -9.642], [-8.024, -20.377, -9.214], [-5.203, -18.464, -10.923], [-4.641, -19.627, -9.665], [-4.725, -17.955, -9.224], [-7.572, -16.157, -3.223], [-7.447, -14.642, -3.439], [-6.173, -14.024, -2.907], [-6.055, -12.538, -3.196], [-4.715, -11.929, -3.057], [-4.803, -10.445, -3.323], [-3.602, -9.811, -2.650], [-3.149, -10.867, -1.593], [-4.276, -11.883, -1.598], [-3.725, -12.631, -3.932], [-7.741, -16.635, -4.187], [-8.317, -16.400, -2.475], [-6.596, -16.556, -2.929], [-8.304, -14.067, -3.069], [-7.526, -14.433, -4.519], [-5.310, -14.613, -3.225], [-6.177, -14.151, -1.815], [-6.764, -11.976, -2.590], [-6.353, -12.371, -4.240], [-5.036, -10.241, -4.371], [-5.740, -10.121, -2.858], [-2.789, -9.683, -3.367], [-3.777, -8.818, -2.249], [-2.228, -11.324, -1.949], [-2.994, -10.457, -0.601], [-4.078, -12.900, -1.270], [-5.140, -11.503, -1.053], [-3.536, -13.582, -3.445], [-2.805, -12.060, -3.988], [-4.217, -12.759, -4.891], [-8.414, -14.788, -13.792], [-7.707, -14.093, -12.607], [-6.191, -14.209, -12.668], [-5.572, -13.432, -11.529], [-4.082, -13.367, -11.517], [-3.595, -12.381, -12.592], [-2.170, -12.096, -12.199], [-2.131, -12.263, -10.680], [-3.534, -12.716, -10.291], [-3.435, -14.669, -11.784], [-9.386, -15.170, -13.485], [-7.824, -15.620, -14.169], [-8.568, -14.055, -14.579], [-8.058, -14.515, -11.657], [-8.029, -13.048, -12.632], [-5.818, -13.889, -13.647], [-5.912, -15.269, -12.639], [-5.845, -13.852, -10.555], [-5.956, -12.414, -11.621], [-3.661, -12.847, -13.569], [-4.235, -11.512, -12.472], [-1.479, -12.750, -12.728], [-1.826, -11.098, -12.466], [-1.388, -13.002, -10.354], [-1.783, -11.388, -10.136], [-3.665, -13.355, -9.422], [-4.103, -11.783, -10.240], [-2.363, -14.544, -11.683], [-3.735, -15.042, -12.753], [-3.723, -15.362, -10.988], [-10.739, -6.802, -7.800], [-11.131, -8.044, -8.616], [-11.703, -9.117, -7.689], [-11.952, -10.492, -8.280], [-10.788, -11.463, -8.269], [-11.128, -12.744, -8.991], [-10.115, -13.757, -8.488], [-9.823, -13.318, -7.033], [-10.423, -11.917, -6.878], [-9.552, -10.918, -8.927], [-10.274, -6.035, -8.416], [-10.137, -7.092, -6.940], [-11.651, -6.317, -7.444], [-10.326, -8.382, -9.261], [-11.943, -7.736, -9.281], [-12.682, -8.775, -7.348], [-11.121, -9.241, -6.767], [-12.329, -10.470, -9.304], [-12.680, -11.043, -7.681], [-11.131, -12.594, -10.067], [-12.141, -12.982, -8.659], [-9.194, -13.756, -9.076], [-10.496, -14.772, -8.560], [-8.764, -13.379, -6.800], [-10.331, -14.018, -6.371], [-9.685, -11.178, -6.567], [-11.248, -11.902, -6.173], [-9.806, -10.716, -9.962], [-8.754, -11.639, -8.792], [-9.318, -9.987, -8.424], [-0.927, -14.675, -7.484], [-1.116, -16.191, -7.548], [-0.790, -16.836, -6.187], [-0.815, -18.349, -6.251], [-0.655, -19.071, -4.946], [-0.948, -20.526, -5.191], [-2.464, -20.617, -5.289], [-2.994, -19.351, -4.539], [-1.738, -18.763, -3.934], [0.698, -18.856, -4.380], [-1.266, -14.251, -6.541], [-1.561, -14.248, -8.269], [0.099, -14.400, -7.715], [-0.536, -16.667, -8.341], [-2.159, -16.448, -7.778], [-1.519, -16.530, -5.434], [0.205, -16.470, -5.923], [0.012, -18.740, -6.852], [-1.705, -18.716, -6.760], [-0.531, -21.069, -4.345], [-0.441, -20.881, -6.087], [-2.817, -21.510, -4.776], [-2.831, -20.677, -6.310], [-3.766, -19.610, -3.826], [-3.375, -18.674, -5.307], [-1.455, -19.340, -3.056], [-1.755, -17.697, -3.737], [1.418, -19.404, -4.983], [0.723, -19.264, -3.372], [0.918, -17.797, -4.339]], "charge": 4, "e_above_lowest_kj_mol": 0.0, "lumo_energy_ev": -7.3, "homo_lumo_gap_ha": 0.2881}


(2)
{"formula": "C48H108FP3", "method": "wB97M-V/def2-TZVPD", "species": ["F", "C", "C", "C", "C", "P", "C", "C", "C", "C", "C", "C", "C", "C", "C", "C", "C", "C", "H", "H", "H", "H", "H", "H", "H", "H", "H", "H", "H", "H", "H", "H", "H", "H", "H", "H", "H", "H", "H", "H", "H", "H", "H", "H", "H", "H", "H", "H", "H", "H", "H", "H", "H", "H", "C", "C", "C", "C", "P", "C", "C", "C", "C", "C", "C", "C", "C", "C", "C", "C", "C", "H", "H", "H", "H", "H", "H", "H", "H", "H", "H", "H", "H", "H", "H", "H", "H", "H", "H", "H", "H", "H", "H", "H", "H", "H", "H", "H", "H", "H", "H", "H", "H", "H", "H", "H", "H", "C", "C", "C", "C", "P", "C", "C", "C", "C", "C", "C", "C", "C", "C", "C", "C", "C", "H", "H", "H", "H", "H", "H", "H", "H", "H", "H", "H", "H", "H", "H", "H", "H", "H", "H", "H", "H", "H", "H", "H", "H", "H", "H", "H", "H", "H", "H", "H", "H", "H", "H", "H", "H"], "xyz": [[1.330, -0.993, -1.649], [1.505, 0.562, -6.570], [1.726, 1.976, -6.041], [1.175, 2.196, -4.627], [1.941, 1.383, -3.572], [1.891, 2.000, -1.878], [0.236, 1.986, -1.171], [-0.776, 2.919, -1.807], [-1.964, 3.208, -0.905], [-3.091, 3.975, -1.614], [3.171, 1.253, -0.847], [3.321, 1.946, 0.513], [4.011, 1.058, 1.529], [3.807, 1.499, 2.975], [2.414, 3.740, -2.055], [3.829, 3.898, -2.604], [4.403, 5.293, -2.353], [4.983, 5.466, -0.948], [0.447, 0.310, -6.580], [2.086, -0.163, -5.988], [1.938, 0.470, -7.568], [1.134, 2.658, -6.660], [2.766, 2.301, -6.088], [0.119, 1.922, -4.565], [1.206, 3.276, -4.458], [2.992, 1.290, -3.858], [1.505, 0.380, -3.511], [0.400, 2.184, -0.108], [-0.111, 0.951, -1.265], [-1.110, 2.504, -2.766], [-0.419, 3.889, -2.174], [-1.623, 3.852, -0.081], [-2.372, 2.307, -0.443], [-3.541, 3.334, -2.374], [-2.739, 4.893, -2.082], [-3.848, 4.234, -0.874], [4.089, 1.302, -1.430], [2.825, 0.213, -0.765], [2.313, 2.185, 0.888], [3.832, 2.908, 0.422], [5.096, 1.179, 1.406], [3.836, -0.001, 1.337], [4.227, 2.495, 3.127], [4.177, 0.776, 3.698], [2.741, 1.630, 3.223], [2.371, 4.173, -1.046], [1.724, 4.339, -2.645], [3.811, 3.777, -3.694], [4.535, 3.125, -2.296], [3.628, 6.041, -2.530], [5.217, 5.408, -3.069], [5.742, 4.704, -0.767], [4.207, 5.437, -0.178], [5.453, 6.443, -0.829], [0.166, -1.782, 1.395], [0.568, -0.479, 2.020], [-0.517, 0.070, 2.983], [-0.142, 1.507, 3.372], [-1.132, 2.324, 4.652], [-2.758, 2.762, 4.036], [-3.528, 1.679, 3.260], [-5.004, 2.052, 3.177], [-5.728, 1.786, 4.493], [-0.168, 3.753, 5.285], [1.326, 3.693, 5.011], [2.067, 4.876, 5.644], [3.472, 5.033, 5.081], [-1.179, 1.106, 5.989], [-2.458, 0.300, 6.220], [-2.413, -0.454, 7.546], [-3.754, -1.090, 7.888], [-0.039, -2.544, 2.149], [1.011, -2.118, 0.788], [-0.645, -1.724, 0.668], [0.712, 0.290, 1.260], [1.507, -0.552, 2.574], [-0.493, -0.598, 3.846], [-1.461, 0.042, 2.439], [-0.093, 2.098, 2.453], [0.843, 1.472, 3.843], [-2.580, 3.637, 3.397], [-3.338, 3.171, 4.869], [-3.423, 0.745, 3.806], [-3.134, 1.660, 2.244], [-5.465, 1.407, 2.424], [-5.174, 3.067, 2.812], [-6.776, 2.075, 4.508], [-5.197, 2.272, 5.315], [-5.714, 0.716, 4.723], [-0.366, 3.695, 6.357], [-0.629, 4.637, 4.842], [1.521, 3.676, 3.932], [1.792, 2.756, 5.339], [2.122, 4.712, 6.722], [1.494, 5.783, 5.442], [3.830, 6.057, 5.191], [3.481, 4.877, 3.998], [4.201, 4.379, 5.555], [-1.045, 1.707, 6.899], [-0.311, 0.443, 5.999], [-2.557, -0.437, 5.414], [-3.357, 0.918, 6.158], [-2.168, 0.267, 8.332], [-1.637, -1.221, 7.533], [-4.284, -1.493, 7.016], [-4.482, -0.355, 8.240], [-3.633, -1.903, 8.598], [-1.856, -7.513, -3.070], [-2.383, -6.415, -2.117], [-2.876, -5.141, -2.781], [-1.882, -4.446, -3.701], [-0.744, -3.249, -2.964], [-0.072, -3.965, -1.459], [0.914, -5.106, -1.731], [1.174, -5.954, -0.479], [1.606, -7.381, -0.809], [0.632, -2.884, -4.066], [0.856, -3.901, -5.198], [2.023, -3.534, -6.069], [2.410, -4.597, -7.071], [-1.575, -1.729, -2.502], [-2.691, -1.890, -1.442], [-3.183, -0.544, -0.940], [-4.139, -0.733, 0.238], [-1.135, -8.160, -2.569], [-1.337, -7.081, -3.930], [-2.610, -8.187, -3.480], [-1.582, -6.304, -1.381], [-3.192, -6.895, -1.561], [-3.296, -4.479, -2.026], [-3.720, -5.437, -3.412], [-2.385, -3.823, -4.456], [-1.316, -5.157, -4.299], [-0.889, -4.204, -0.772], [0.490, -3.175, -0.947], [1.831, -4.672, -2.135], [0.555, -5.789, -2.513], [0.210, -6.045, 0.033], [1.862, -5.413, 0.172], [0.854, -7.822, -1.463], [1.644, -7.970, 0.109], [2.604, -7.435, -1.243], [1.570, -2.751, -3.529], [0.394, -1.927, -4.545], [-0.073, -4.036, -5.766], [0.976, -4.897, -4.750], [2.868, -3.293, -5.412], [1.843, -2.578, -6.575], [2.740, -5.513, -6.572], [3.314, -4.315, -7.618], [1.648, -4.807, -7.819], [-2.011, -1.288, -3.406], [-0.795, -1.061, -2.117], [-2.367, -2.551, -0.637], [-3.508, -2.389, -1.969], [-3.729, -0.080, -1.764], [-2.335, 0.077, -0.645], [-4.805, -1.582, 0.063], [-4.781, 0.138, 0.378], [-3.645, -0.956, 1.187]], "charge": 2, "e_above_lowest_kj_mol": 101.0, "lumo_energy_ev": -3.7, "homo_lumo_gap_ha": 0.3570}


(3)
{"formula": "C48H108NO3P3", "method": "wB97M-V/def2-TZVPD", "species": ["C", "C", "C", "C", "P", "C", "C", "C", "C", "C", "C", "C", "C", "C", "C", "C", "C", "H", "H", "H", "H", "H", "H", "H", "H", "H", "H", "H", "H", "H", "H", "H", "H", "H", "H", "H", "H", "H", "H", "H", "H", "H", "H", "H", "H", "H", "H", "H", "H", "H", "H", "H", "H", "C", "C", "C", "C", "P", "C", "C", "C", "C", "C", "C", "C", "C", "C", "C", "C", "C", "H", "H", "H", "H", "H", "H", "H", "H", "H", "H", "H", "H", "H", "H", "H", "H", "H", "H", "H", "H", "H", "H", "H", "H", "H", "H", "H", "H", "H", "H", "H", "H", "H", "H", "H", "H", "C", "C", "C", "C", "P", "C", "C", "C", "C", "C", "C", "C", "C", "C", "C", "C", "C", "H", "H", "H", "H", "H", "H", "H", "H", "H", "H", "H", "H", "H", "H", "H", "H", "H", "H", "H", "H", "H", "H", "H", "H", "H", "H", "H", "H", "H", "H", "H", "H", "H", "H", "H", "H", "N", "O", "O", "O"], "xyz": [[-2.780, 0.632, -2.397], [-3.502, 1.810, -1.706], [-2.477, 2.912, -1.281], [-1.322, 2.399, -0.411], [-0.637, 3.660, 0.590], [-1.942, 4.277, 1.680], [-2.873, 3.322, 2.513], [-3.666, 4.071, 3.540], [-4.956, 3.345, 3.822], [-0.184, 5.073, -0.463], [1.144, 4.997, -1.235], [1.085, 6.267, -2.059], [0.015, 6.182, -3.107], [0.985, 3.026, 1.356], [1.358, 4.180, 2.322], [2.771, 4.050, 2.836], [2.954, 2.789, 3.641], [-2.432, 0.968, -3.393], [-3.505, -0.178, -2.685], [-1.879, 0.163, -1.802], [-3.989, 1.380, -0.864], [-4.234, 2.178, -2.442], [-3.078, 3.642, -0.767], [-2.065, 3.387, -2.126], [-0.595, 1.799, -1.012], [-1.632, 1.657, 0.305], [-2.672, 4.854, 1.099], [-1.530, 5.010, 2.404], [-2.368, 2.494, 3.036], [-3.587, 2.823, 1.876], [-3.860, 5.072, 3.161], [-3.110, 4.327, 4.429], [-4.796, 2.423, 4.381], [-5.378, 3.076, 2.878], [-5.713, 3.910, 4.312], [0.008, 5.933, 0.191], [-1.036, 5.285, -1.053], [1.273, 4.103, -1.818], [1.934, 4.907, -0.475], [2.045, 6.496, -2.539], [0.944, 7.123, -1.386], [0.155, 5.331, -3.775], [-0.068, 7.132, -3.614], [-0.980, 6.041, -2.703], [1.624, 2.846, 0.470], [0.713, 2.086, 1.811], [0.639, 4.150, 3.184], [1.171, 5.189, 1.931], [3.028, 4.844, 3.494], [3.532, 4.205, 1.993], [2.985, 1.850, 3.089], [2.068, 2.626, 4.330], [3.852, 2.841, 4.342], [5.581, -2.847, -7.552], [4.235, -2.181, -7.819], [3.786, -1.303, -6.611], [3.333, -2.210, -5.420], [2.399, -1.360, -4.122], [1.708, 0.238, -4.706], [1.184, 1.144, -3.612], [0.528, 2.448, -4.157], [1.649, 3.322, -4.753], [1.057, -2.369, -3.442], [-0.059, -2.571, -4.372], [-1.131, -3.457, -3.666], [-0.708, -4.947, -3.556], [3.579, -0.910, -2.807], [4.594, 0.135, -3.317], [5.662, 0.365, -2.223], [5.117, 1.247, -1.121], [6.368, -2.203, -7.176], [5.968, -3.389, -8.430], [5.429, -3.644, -6.791], [3.401, -2.825, -8.182], [4.354, -1.588, -8.727], [2.964, -0.677, -6.900], [4.585, -0.738, -6.229], [4.258, -2.506, -4.959], [2.903, -3.177, -5.725], [0.837, -0.025, -5.356], [2.402, 0.742, -5.397], [1.966, 1.595, -3.007], [0.398, 0.698, -3.013], [0.198, 2.973, -3.281], [-0.343, 2.268, -4.801], [1.385, 4.363, -4.942], [2.053, 2.887, -5.672], [2.424, 3.431, -4.007], [0.758, -1.991, -2.462], [1.496, -3.321, -3.111], [0.355, -3.129, -5.232], [-0.481, -1.676, -4.706], [-2.018, -3.343, -4.303], [-1.319, -3.036, -2.685], [-0.372, -5.361, -4.558], [-1.589, -5.473, -3.173], [0.091, -5.147, -2.883], [4.191, -1.727, -2.562], [2.899, -0.733, -1.942], [4.129, 1.063, -3.553], [5.114, -0.206, -4.246], [6.575, 0.866, -2.657], [5.997, -0.594, -1.804], [4.358, 0.774, -0.575], [4.604, 2.095, -1.652], [5.796, 1.678, -0.405], [2.640, -1.520, 5.947], [2.553, -2.120, 4.486], [1.163, -2.761, 4.273], [0.059, -1.776, 4.095], [-1.573, -2.585, 4.168], [-2.884, -1.427, 3.643], [-4.126, -1.985, 2.930], [-4.932, -0.966, 2.084], [-4.351, -0.580, 0.766], [-1.528, -4.102, 3.205], [-1.015, -3.903, 1.750], [-0.307, -5.062, 1.234], [-0.236, -4.886, -0.283], [-1.756, -2.966, 5.992], [-2.892, -3.934, 6.347], [-4.247, -3.132, 6.368], [-5.328, -3.826, 7.207], [3.640, -1.105, 6.155], [2.344, -2.243, 6.695], [1.941, -0.681, 6.076], [3.413, -2.821, 4.297], [2.787, -1.352, 3.678], [0.989, -3.480, 5.120], [1.241, -3.365, 3.398], [0.031, -1.375, 3.067], [-0.055, -1.007, 4.825], [-2.323, -0.770, 3.002], [-3.137, -0.761, 4.549], [-4.733, -2.562, 3.577], [-3.737, -2.763, 2.196], [-4.912, -0.038, 2.703], [-5.995, -1.339, 1.984], [-5.015, 0.146, 0.237], [-4.101, -1.442, 0.095], [-3.362, -0.031, 0.942], [-2.500, -4.596, 3.306], [-0.819, -4.728, 3.759], [-0.412, -3.019, 1.663], [-1.949, -3.724, 1.138], [-0.908, -6.014, 1.376], [0.617, -5.105, 1.700], [0.092, -3.905, -0.639], [-1.240, -4.913, -0.695], [0.331, -5.626, -0.778], [-1.867, -1.979, 6.526], [-0.773, -3.277, 6.265], [-2.712, -4.211, 7.362], [-2.816, -4.876, 5.758], [-4.520, -2.883, 5.353], [-4.084, -2.164, 6.785], [-6.192, -3.217, 7.084], [-5.086, -3.874, 8.282], [-5.629, -4.757, 6.767], [0.526, -0.315, 0.164], [1.112, 0.628, -0.450], [-0.228, -0.081, 1.120], [0.718, -1.480, -0.197]], "charge": 2, "e_above_lowest_kj_mol": 238.6, "lumo_energy_ev": -3.3, "homo_lumo_gap_ha": 0.3645}